The following is a quantum chemistry calculation of a molecular structure, C16H7F5N3S2Tl at a distorted geometry, from OMol25.

Values from the calculation:
Highest occupied orbital energy: -6.2 eV
Strongest force on any atom: 0.05819 hartree/bohr
ΔE to the lowest compared entry with this formula, charge and spin: 30.0 kJ/mol
Charge: 0

The geometry in XYZ format:
```
34
Properties=species:S:1:pos:R:3:forces:R:3
Tl -3.25880 4.30824 16.89505 -0.8 0.8 0.7
N -0.89695 2.44474 13.33318 0.6 -0.1 0.0
C -1.23542 3.54087 12.51375 -0.3 -0.1 1.3
C -0.87022 3.86681 11.22454 0.2 -0.2 -0.7
C -1.36984 5.06130 10.70550 -0.1 0.2 0.1
C -2.17788 5.90942 11.49207 0.1 -0.7 1.1
C -2.50499 5.58435 12.83672 0.0 0.7 -1.2
C -2.02691 4.39220 13.35274 1.1 -1.2 -0.6
N -2.09425 3.84073 14.62955 1.1 -1.7 -0.2
C -1.37912 2.69048 14.58731 -1.2 1.8 -1.0
C -1.17306 1.77277 15.69113 0.2 -2.0 2.2
C -0.50390 0.54598 15.68482 0.0 0.9 -1.1
S -0.51975 -0.25428 17.19014 -0.5 1.1 0.0
C -1.42543 1.07881 17.83188 -0.5 0.8 -0.8
N -1.72001 2.03298 16.96728 1.0 -1.0 -0.3
H -0.26218 1.65782 13.12153 -0.7 1.0 0.0
H -0.21366 3.20486 10.63919 -0.4 0.4 0.2
H -1.12803 5.36612 9.67373 -0.1 -0.3 0.7
H -2.52949 6.83991 11.06742 -0.1 0.0 0.1
H -3.11432 6.25076 13.44453 0.2 -0.1 -0.2
H 0.02656 0.08573 14.84348 -0.3 0.2 0.4
H -1.78537 1.13191 18.86706 0.3 -0.2 -0.5
F -8.58638 9.95347 21.29996 -0.2 0.2 0.1
C -7.77966 9.15230 20.60351 0.0 -0.6 -0.3
C -8.33771 8.09083 19.87753 0.6 0.2 -0.3
F -9.67973 7.99130 19.87043 0.3 -0.4 -0.1
C -7.49092 7.26258 19.14221 0.6 -0.4 0.1
F -7.96670 6.18582 18.46299 -0.3 0.9 0.4
C -6.07257 7.44753 19.09466 -1.5 0.9 0.8
S -5.08511 6.59363 18.01006 0.9 -1.0 -0.7
C -5.58564 8.47125 19.91620 0.4 0.7 0.1
F -4.24372 8.70620 19.94157 -0.8 0.0 0.1
C -6.41197 9.34383 20.64288 0.0 -0.5 -0.2
F -5.94916 10.36374 21.39581 0.2 -0.4 -0.4
```
Forces are in eV/Å.

natural (NBO) charges, unit e, in atom order: Tl 0.857; N -0.533; C 0.173; C -0.263; C -0.199; C -0.205; C -0.202; C 0.083; N -0.542; C 0.373; C 0.050; C -0.422; S 0.498; C -0.123; N -0.464; H 0.425; H 0.224; H 0.227; H 0.227; H 0.239; H 0.244; H 0.246; F -0.299; C 0.232; C 0.296; F -0.310; C 0.298; F -0.312; C -0.274; S -0.494; C 0.300; F -0.314; C 0.264; F -0.302

The following is a quantum chemistry calculation of a molecular structure, C16H9CuNO8 at a distorted geometry, from OMol25.

Values from the calculation:
Expectation value of S²: 0.8223
Highest occupied orbital energy (alpha / beta): -0.5 / -0.5 eV
Strongest force on any atom: 0.13278 hartree/bohr
Multiplicity: 2
Charge: -2

The geometry in XYZ format:
```
35
Properties=species:S:1:pos:R:3:forces:R:3
Cu 25.57528 -17.56381 5.15829 -0.6 -1.2 0.1
C 25.58287 -20.37839 7.31476 1.1 5.0 2.0
C 25.49160 -18.97695 7.88549 -1.3 -2.1 0.1
C 24.53019 -18.67026 9.12888 0.9 -0.6 0.2
O 24.69558 -17.65468 9.83506 -0.6 -1.8 -1.4
C 23.54372 -19.75944 9.31329 2.0 3.7 0.7
C 23.64807 -20.97799 8.69662 -4.1 -4.2 -0.4
C 24.72250 -21.37203 7.69171 0.1 -2.5 -2.4
O 24.84879 -22.42505 6.98620 -1.3 1.0 2.7
O 22.63857 -21.75445 8.91287 2.8 0.9 -0.5
O 26.07814 -18.00069 7.42052 0.6 1.0 -1.5
H 26.42087 -20.59238 6.66794 -0.2 0.1 -0.3
H 22.72146 -19.54143 9.97869 -0.2 -0.3 -0.1
C 20.49159 -19.76954 4.82843 3.9 -0.7 -0.2
C 21.85527 -20.21481 4.91562 -0.8 -1.5 2.1
C 22.99137 -19.15194 4.63783 -0.4 2.4 -2.2
O 24.15705 -19.52007 4.39314 1.0 -0.1 1.1
C 22.64554 -17.70537 4.36743 2.4 -6.0 2.0
C 21.35065 -17.40360 4.33324 -1.2 6.2 -1.3
C 20.27174 -18.47165 4.44677 -5.1 0.5 -0.2
O 19.00090 -18.24830 4.27765 2.2 1.6 -0.2
O 21.21022 -16.08428 4.09561 -1.8 -3.4 0.6
O 22.16701 -21.35447 5.37338 0.3 1.7 -1.2
H 19.65594 -20.42770 5.01528 0.2 0.0 0.0
H 23.45321 -16.99392 4.27845 -0.1 0.2 -0.1
N 27.59328 -16.03812 3.10734 -2.4 1.9 1.0
C 27.65671 -17.36894 3.16227 1.6 -1.9 -1.6
C 26.47369 -17.93491 2.72625 0.8 -0.7 0.9
C 25.53766 -16.89938 2.64780 0.4 1.9 0.5
C 26.22739 -15.71008 2.99362 -0.2 -1.0 -1.5
H 28.33636 -15.36262 3.21516 -0.2 -0.4 0.4
H 28.61673 -17.85854 3.23336 0.0 0.0 0.2
H 26.36517 -18.98279 2.48840 -0.3 0.1 0.3
H 24.51394 -16.97767 2.31275 0.0 0.1 0.3
H 25.80990 -14.71458 2.96084 0.4 0.0 0.1
```
Forces are in eV/Å.

natural (NBO) charges, unit e, in atom order: Cu 0.900; C -0.303; C 0.416; C 0.415; O -0.593; C -0.248; C 0.329; C 0.369; O -0.534; O -0.518; O -0.729; H 0.213; H 0.219; C -0.485; C 0.383; C 0.466; O -0.746; C -0.513; C 0.374; C 0.370; O -0.722; O -0.763; O -0.663; H 0.209; H 0.152; N -0.516; C -0.094; C -0.318; C -0.322; C -0.131; H 0.414; H 0.206; H 0.258; H 0.278; H 0.226

The following is a quantum chemistry calculation of a molecular structure, C16H9F6N7O6S5Tb at a distorted geometry, from OMol25.

Values from the calculation:
Expectation value of S²: 12.6672
Highest occupied orbital energy (alpha / beta): -4.6 / -4.6 eV
Strongest force on any atom: 0.05118 hartree/bohr
Multiplicity: 7
Charge: -1

The geometry in XYZ format:
```
50
Properties=species:S:1:pos:R:3:forces:R:3
Tb -0.37097 -0.85519 1.57781 -2.5 -0.4 -0.8
F 1.34649 -1.66368 6.53573 -0.1 0.1 -0.1
C 0.68610 -0.63495 6.01422 0.0 0.0 0.0
F -0.61153 -0.77151 6.25795 0.1 0.0 0.0
F 1.12601 0.49542 6.55737 -0.1 -0.1 -0.1
S 0.91693 -0.57761 4.17948 0.3 0.0 0.9
O 0.22685 0.58056 3.67409 -0.1 0.4 0.1
O 0.33187 -1.80387 3.65198 0.1 -0.5 0.4
N 2.47758 -0.53104 4.09181 0.1 0.0 0.0
S 3.03261 -0.45067 2.60489 0.4 0.1 0.3
O 4.24295 -1.17422 2.44023 0.1 0.0 0.0
O 1.95068 -0.67662 1.66240 0.7 0.1 -0.2
C 3.49500 1.33254 2.39472 0.0 0.0 0.1
F 2.41389 2.09459 2.36252 0.1 -0.1 0.0
F 4.18953 1.47842 1.27607 -0.1 0.0 0.1
F 4.26077 1.69478 3.43206 -0.1 0.0 -0.1
N -2.91332 3.19780 -4.87736 0.0 0.0 -0.1
C -2.08470 2.68165 -3.88424 0.1 0.0 0.1
C -2.43658 2.80958 -2.54138 0.0 0.0 -0.1
C -1.61433 2.29819 -1.55735 0.0 0.1 0.1
C -0.43363 1.66664 -1.90692 0.1 -0.1 0.1
C -0.05747 1.54590 -3.23823 0.0 0.0 0.0
C -0.87727 2.05993 -4.22161 0.0 0.0 0.0
S 0.52567 0.86534 -0.67919 0.2 0.2 -0.5
O 1.92067 1.12178 -0.90430 -0.1 0.0 -0.1
O -0.02803 1.28046 0.62753 0.1 0.3 -0.1
N 0.12260 -0.67151 -0.67373 0.1 0.4 -0.2
C 0.92236 -1.70349 -1.04382 0.4 -0.4 -0.1
N 1.61655 -1.70324 -2.18215 -0.1 0.1 0.0
C 2.33128 -2.79210 -2.42732 0.1 -0.1 0.0
C 2.37095 -3.88242 -1.57419 0.0 0.0 0.0
C 1.63386 -3.77305 -0.40486 0.0 0.0 -0.1
N 0.91811 -2.69643 -0.12623 0.2 0.1 0.0
H -3.87850 3.27694 -4.59552 0.0 0.0 0.0
H -2.82490 2.73376 -5.76791 0.0 0.0 0.0
H -3.37772 3.26466 -2.26174 0.0 0.0 0.0
H -1.89335 2.37683 -0.51645 0.0 0.0 0.0
H 0.86059 1.03081 -3.49040 0.0 0.0 0.0
H -0.59952 1.96395 -5.26445 0.0 0.0 0.0
H 2.89996 -2.78870 -3.35205 0.0 0.0 0.0
H 2.95431 -4.76221 -1.79989 0.0 0.0 0.0
H 1.62196 -4.56621 0.33453 0.0 0.0 0.0
S -2.25115 -2.63708 0.58476 0.1 0.1 0.1
C -3.05062 -1.20436 -0.01644 0.1 0.2 0.6
C -3.45986 -1.23237 -1.38056 -0.2 0.0 -0.5
N -3.78539 -1.24848 -2.48571 0.0 0.0 0.0
C -3.29865 -0.06913 0.71488 0.3 -0.5 0.1
S -2.78684 0.19737 2.36594 0.2 0.0 0.1
C -4.06235 0.98245 0.13295 -0.3 0.3 -0.2
N -4.69944 1.83981 -0.29993 0.0 0.0 0.0
```
Forces are in eV/Å.

Mulliken charges, unit e, in atom order: Tb 0.072; F -0.205; C 0.491; F -0.187; F -0.210; S 1.275; O -0.552; O -0.653; N -0.689; S 1.300; O -0.667; O -0.265; C 0.642; F -0.199; F -0.212; F -0.235; N -0.612; C 1.146; C -1.019; C -0.352; C -0.641; C -0.575; C -0.774; S 1.959; O -0.779; O -0.661; N 0.330; C 0.386; N -0.565; C -0.236; C -0.625; C -0.294; N -0.012; H 0.239; H 0.218; H 0.254; H 0.814; H 0.411; H 0.292; H 0.416; H 0.371; H 0.445; S -0.390; C 0.562; C -0.019; N -0.594; C 0.541; S -0.377; C 0.055; N -0.621

- The lowest charge belongs to which entry?
  C16H9CuNO8